93
Properties=species:S:1:pos:R:3:mulliken_charge:R:1 method="wB97M-V/def2-TZVPD" e_homo_ha="-0.2420 / -0.2397" multiplicity=1 orbital_gap_ev="5.200 / 5.201"
Pt 0.60187 -0.45145 -0.23894 0.868
S -1.28230 1.65790 0.36229 0.571
O -1.93441 0.36619 0.05724 -0.587
N -0.32235 -1.60198 -1.58236 -0.174
N 1.68658 0.61934 1.07005 -0.015
N 0.14569 -1.73678 1.23293 -0.130
N 1.12314 0.80732 -1.70447 -0.130
C 3.07702 -2.15720 4.56958 0.170
C -0.63544 0.12418 -7.21465 -0.910
C -0.25036 -1.50632 -2.94486 0.408
C 1.82982 2.66298 -0.25344 0.432
C -2.63143 2.89978 0.05714 -0.477
C 1.66182 -0.42873 5.44986 0.130
C 0.21727 -0.71212 -7.91408 -0.386
C 0.36527 -0.57459 -5.13779 -0.966
C 1.63713 -0.90439 2.99190 1.423
C -2.39887 -4.23607 0.10521 -0.747
C -1.68245 -3.17058 -2.50577 -1.467
C 1.70777 6.06780 1.33157 -1.043
C 1.02516 0.59999 -3.06089 0.335
C -0.11084 -2.67347 3.29892 -1.460
C -2.79458 -6.55939 0.60212 -0.902
C -0.60498 2.96114 2.73557 -1.029
C -1.18280 -2.60460 -1.29161 0.763
C 0.31632 6.05829 -0.60866 -1.080
C 1.14255 -1.48036 -7.22593 -0.782
C 2.13363 -1.15657 4.36354 -0.973
C 0.83254 6.73576 0.48840 -0.479
C 0.66659 4.75172 -0.86567 -0.596
C -1.28649 1.71797 2.20759 -0.282
C -0.55847 0.19705 -5.83579 0.232
C 3.54524 -2.42119 5.84379 -0.809
C -1.09021 -2.49869 -3.53218 -1.326
C 2.12617 -0.70341 6.72471 -0.835
C -0.81768 -2.68864 1.16505 0.761
C 3.06635 -1.70019 6.92466 -0.399
C -3.74050 -4.09718 -0.24098 -0.008
C 2.28543 1.79773 0.81976 -0.329
C -1.46286 -3.10510 -0.00335 1.500
C 0.42677 -0.50977 -3.65749 1.006
C -4.59944 -5.17903 -0.15779 -0.850
C 1.49000 1.76180 -3.74311 -1.093
C 1.21233 -1.41817 -5.84480 0.047
C 1.56345 4.05179 -0.02505 1.402
C -4.12771 -6.41367 0.25506 -0.388
C -1.93724 -5.47715 0.53635 -0.125
C 3.29160 2.03567 1.79111 -1.045
C -1.00686 -3.26434 2.46887 -1.356
C 3.22580 1.00834 2.69851 -1.132
C 2.19783 0.14395 2.26140 -0.008
C 1.79048 2.68695 -2.78647 -1.418
C 1.55498 2.07016 -1.51968 0.198
C -3.17041 2.59330 -1.32703 -1.206
C 2.05352 4.75928 1.09217 -0.128
C 0.60802 -1.71759 2.51678 0.350
H 4.28204 -3.19613 5.99412 0.390
H 0.55442 7.75896 0.69375 0.419
H -4.10439 -3.13488 -0.56433 0.504
H -3.40279 2.79418 0.81749 0.521
H -0.89426 -5.59351 0.79414 0.520
H -1.06168 3.85870 2.32835 0.283
H 0.93202 0.35101 5.28963 0.558
H 0.15562 -0.77262 -8.99175 0.379
H -0.68441 2.99798 3.81963 0.491
H 3.44907 -2.71285 3.72203 0.494
H 0.21545 4.23877 -1.70082 0.507
H -4.79468 -7.26240 0.29817 0.397
H -1.37036 0.71380 -7.74736 0.384
H 1.75012 -0.13953 7.56546 0.398
H -2.38227 -3.97940 -2.57187 0.526
H -3.46004 1.54456 -1.36590 0.252
H 2.71674 4.27239 1.78051 0.221
H 1.80558 -2.13921 -7.76857 0.384
H -5.64093 -5.05844 -0.42141 0.389
H -2.41298 -7.51905 0.92079 0.382
H -0.37754 6.56641 -1.26201 0.393
H 2.19240 3.67237 -2.92393 0.711
H 1.92650 -2.02580 -5.30816 0.478
H -2.31845 1.62259 2.53913 0.711
H 4.02774 2.81408 1.77236 0.822
H 2.13075 6.57728 2.18512 0.424
H -1.72491 -4.01887 2.71697 0.603
H -1.22925 0.84174 -5.28834 0.536
H -2.17631 3.88606 0.10548 0.249
H -4.03316 3.21048 -1.57181 0.439
H 0.04389 -2.84295 4.34813 0.530
H -0.74358 0.81941 2.49828 -0.312
H -2.39759 2.75900 -2.07514 0.254
H 3.42676 -1.91200 7.92073 0.384
H 3.82522 0.85536 3.57310 0.630
H -1.22736 -2.65872 -4.58345 0.469
H 0.45016 2.96713 2.47132 0.153
H 1.57300 1.85641 -4.80918 0.596